No. 1
ORCA calculation (ωB97M-V with the def2-TZVPD basis set) on a molecular structure, C13H11Cl3GaGeN4O.

```
34
Properties=species:S:1:pos:R:3:forces:R:3:nbo_charge:R:1
N -0.6745 -0.5834 -1.1783 -0.1695 0.1566 -0.0211 -0.647
N 1.8221 0.7907 0.7876 -0.0569 0.0627 0.0626 -0.608
Ge -3.5141 1.3693 -0.7075 -0.0790 -0.0243 0.1275 1.064
C -0.6669 -0.4876 -2.5292 0.0171 0.0059 0.0396 0.072
Ga -0.0639 0.6701 0.1903 0.5736 -0.1110 0.0441 1.665
H -2.1259 -3.5765 -0.8181 -0.0026 0.0039 0.0008 0.264
H -0.8267 -2.6711 1.3050 -0.0120 0.0031 0.0093 0.275
H -0.2410 0.4109 -2.9532 -0.0134 0.0123 -0.0026 0.230
C -1.1716 -1.4894 -3.3157 0.0019 -0.0013 -0.0115 -0.224
Cl -2.8147 2.4610 -2.4253 0.0465 -0.0270 -0.0060 -0.363
H -2.1049 -3.4281 -3.2988 -0.0017 0.0045 -0.0033 0.262
C -1.1965 -1.6750 -0.5637 -0.0184 -0.0379 -0.0355 0.269
Cl -4.5128 2.6946 0.6205 0.0111 -0.0134 -0.0437 -0.310
C -1.7054 -2.6202 -2.6999 0.0002 0.0090 -0.0052 -0.064
N -0.3446 -0.6408 1.4556 -0.1852 0.0693 0.0251 -0.848
C 4.0325 1.5863 1.1151 -0.0023 -0.0094 -0.0020 -0.211
C 0.7989 -0.9765 2.1431 -0.0281 0.0221 0.0378 0.639
H -1.1453 -1.3906 -4.3912 -0.0004 -0.0045 0.0008 0.268
C 1.9538 -0.0275 1.8577 0.0375 -0.0328 0.0115 0.130
C -0.5506 2.6653 0.2963 -0.2522 -0.0671 -0.2498 0.266
H 3.1792 -0.7570 3.4265 -0.0022 -0.0028 -0.0012 0.282
C 4.1724 0.7495 2.2162 -0.0037 0.0026 -0.0022 -0.078
H 5.0995 0.7346 2.7739 0.0007 0.0010 -0.0005 0.263
C 2.8412 1.5868 0.4220 0.0160 -0.0039 -0.0155 0.069
H 2.6918 2.2148 -0.4469 -0.0065 0.0092 0.0079 0.223
N -0.8534 3.7616 0.3774 0.0643 -0.0168 0.0911 -0.433
H 4.8385 2.2287 0.7910 0.0003 0.0001 0.0011 0.266
H -1.1459 4.7272 0.4613 0.0003 0.0096 -0.0046 0.512
H -2.2275 -1.6120 1.3116 0.0108 0.0183 0.0026 0.247
C 3.1185 -0.0737 2.5905 -0.0041 0.0074 -0.0106 -0.171
C -1.7190 -2.7086 -1.3198 0.0083 0.0121 0.0075 -0.219
O 0.9555 -1.9424 2.8382 0.0337 -0.0275 -0.0550 -0.506
C -1.1969 -1.7047 0.9566 0.0037 -0.0366 0.0229 -0.277
Cl -4.7013 -0.2861 -1.2889 0.0120 0.0068 -0.0215 -0.307
```
Positions in Å, forces in eV/Å.

Output
- Total charge: +2
- Largest force on an atom: 0.59 eV/Å
- Spin multiplicity: 2
- Lowest unoccupied orbital energy (spin up / spin down): -7.35 / -8.75 eV
- Expectation value of S²: 0.753
- ΔE to the lowest compared entry with this formula, charge and spin: 0.0 kcal per mole
- Calculated total energy: -168114.347 eV
- HOMO (spin up / spin down): -0.5531 / -0.6013 hartree



No. 2
ORCA calculation (ωB97M-V with the def2-TZVPD basis set) on a single C13H11ClSi molecule at a distorted geometry.

```
26
Properties=species:S:1:pos:R:3:forces:R:3:nbo_charge:R:1
C -2.1548 -1.2851 -0.1372 1.3666 -2.1106 -0.1554 -0.216
Cl -1.8714 2.6507 -1.1880 0.0942 -0.4800 0.4745 -0.423
H -4.0966 0.6333 1.5470 0.0082 -0.2005 0.6633 0.238
C 3.6568 1.7642 0.1449 -1.5232 -0.9860 -0.4422 -0.205
H 4.4336 2.4554 0.4258 0.6585 -0.2250 -0.7783 0.224
H -2.6563 -3.4473 -0.4100 1.1795 1.7012 0.3416 0.215
H 4.1843 0.6462 -1.6911 2.7585 0.1410 -1.9114 0.212
C -1.1493 -0.3601 -0.0673 0.3392 1.0303 0.4957 -0.481
H -4.3037 2.0261 0.5449 0.1256 -0.0647 -0.6041 0.250
C 2.5377 1.8971 1.0013 1.1888 1.9484 1.6877 -0.317
H 2.7018 2.7249 1.8521 -0.9557 -2.0737 -1.9004 0.229
H 2.3499 -0.7446 -1.8159 0.3505 0.2762 0.0833 0.217
C 3.5596 0.8174 -0.9157 -1.5877 1.0027 2.7656 -0.211
C 1.4101 0.1018 -0.1553 -2.7286 0.6774 2.0055 -0.161
C 0.1961 -0.7746 -0.1868 0.2620 -1.2549 -0.8412 -0.020
C -1.8305 -2.6372 -0.3222 -2.5311 -2.5977 -0.8323 -0.202
C -0.5502 -3.1045 -0.5394 1.7777 -0.4643 0.7718 -0.215
H -3.5624 2.4065 2.0844 0.0962 -2.4018 -1.5254 0.264
C -3.6200 1.5504 1.2397 0.9720 1.9284 0.9536 -1.121
C 1.4493 1.0930 0.8138 0.2138 0.2029 -0.2581 0.147
C 2.4557 -0.0122 -1.0125 0.3337 -0.2465 -0.7560 -0.199
H 1.5428 -2.4032 -0.6002 -1.5329 0.0586 0.4506 0.215
H -0.1384 -4.1835 -0.6387 -1.5914 1.8104 -0.0144 0.234
Si -1.8487 1.3040 0.4516 0.5231 1.3464 -0.0734 1.298
C 0.4518 -2.1461 -0.4209 1.5564 0.9385 -0.6408 -0.181
H -3.1470 -0.9725 -0.0041 -1.3540 0.0435 0.0404 0.209
```
Positions in Å, forces in eV/Å.

Output
- Largest force on an atom: 3.72 eV/Å
- Lowest unoccupied orbital energy (spin up / spin down): -0.45 / -0.50 eV
- ΔE to the lowest compared entry with this formula, charge and spin: 34.1 kcal per mole
- Calculated total energy: -34056.223 eV
- HOMO (spin up / spin down): -0.2660 / -0.3231 hartree



No. 3
ORCA calculation (ωB97M-V with the def2-TZVPD basis set) on a molecular structure, C13H11F2InO3.

```
30
Properties=species:S:1:pos:R:3:forces:R:3:nbo_charge:R:1
H 3.7999 1.7241 -4.1435 -0.2062 0.1037 -0.0211 0.258
C -2.3112 -2.3597 2.0459 0.4705 -0.1535 -0.0214 0.501
C -3.2624 -2.1525 1.0452 -0.1551 0.4283 0.0507 -0.235
O -2.1835 1.3451 -2.0256 -0.0677 0.0773 -0.3132 -0.621
H -1.5524 0.7144 -2.4031 0.0298 -0.0326 0.0296 0.515
C 3.8987 2.0707 -3.1253 0.3775 0.1109 0.2373 -0.192
C 4.3549 2.8568 -0.4315 0.1780 -0.1516 0.6126 -0.277
C -1.9187 1.6212 -0.7797 0.0668 -0.2819 0.3348 0.947
H 4.5765 3.0596 0.6084 -0.1411 0.1416 -0.0238 0.261
H -3.7309 -4.8351 3.8101 0.2576 -0.0302 0.0240 0.259
C -4.3664 -2.9657 1.0339 -0.1075 0.1050 0.0534 -0.185
H -5.3926 -4.5574 2.0607 0.0022 0.0198 -0.0373 0.252
F 2.7237 1.2718 0.1930 0.0831 -0.0282 0.0204 -0.312
C -4.5081 -3.9346 2.0307 -0.1035 0.0233 0.1069 -0.045
H 2.4187 0.7595 -2.3257 0.0933 -0.0772 0.1878 0.244
C 3.4321 1.8753 -0.7696 -0.1779 0.1414 -0.5993 0.492
C 4.8117 3.0791 -2.8060 0.0826 0.3123 0.6030 -0.050
O -0.9915 1.0362 -0.1331 0.3393 -0.1713 0.0542 -0.628
O -2.5989 2.4354 -0.1521 -0.0512 0.1879 0.1780 -0.351
H -5.1346 -2.7817 0.2966 -0.0719 -0.2373 0.0078 0.258
C 5.0247 3.4682 -1.4508 0.1612 0.0271 -0.9093 -0.137
H 5.7570 4.2477 -1.2933 -0.0327 -0.0369 0.3321 0.256
C -3.5294 -4.0979 3.0449 -0.5635 -0.4096 -0.2333 -0.141
F -1.2182 -1.5724 2.0509 -0.1039 -0.0539 -0.0474 -0.325
In 0.4813 0.7125 2.1316 -0.2396 0.2187 -0.2077 0.986
H 5.3911 3.6214 -3.5413 -0.1238 -0.2501 -0.2674 0.251
C 3.1807 1.4958 -2.1010 -0.2939 -0.2692 -0.2223 -0.226
C -2.3903 -3.3506 3.0265 0.1626 0.3428 0.0537 -0.267
H -1.5822 -3.4752 3.7331 -0.0581 0.0264 0.0835 0.263
H -3.1797 -1.3120 0.3701 0.1930 -0.0829 -0.0665 0.248
```
Positions in Å, forces in eV/Å.

Output
- Total charge: +2
- Largest force on an atom: 0.92 eV/Å
- Lowest unoccupied orbital energy: -12.70 eV
- ΔE to the lowest compared entry with this formula, charge and spin: 9.4 kcal per mole
- Calculated total energy: -30388.545 eV
- HOMO: -0.5376 hartree



No. 4
ORCA calculation (ωB97M-V with the def2-TZVPD basis set) on a molecular structure, C13H11F6N5O6PdS2 at a distorted geometry.

```
44
Properties=species:S:1:pos:R:3:forces:R:3:nbo_charge:R:1
H -1.7472 1.2749 2.9496 -0.0318 0.0380 0.0344 0.381
H -1.9145 3.4626 1.9173 0.0063 -0.0051 -0.0263 0.430
O 1.4117 0.3606 -1.5757 0.2486 -0.0600 0.2754 -0.955
H 0.2599 -2.6298 4.1919 -0.0085 -0.0131 0.0086 0.255
C 2.2794 -0.8764 3.3292 -0.0005 0.0213 -0.0198 -0.189
C 1.3205 -0.8340 2.3400 0.0075 0.0026 0.0279 0.162
H -2.4583 -1.7260 0.2174 0.0016 0.0160 -0.0017 0.260
S -1.3822 -0.4756 -2.9417 0.0991 0.2246 -0.2838 2.238
F 3.6129 0.5873 -3.4430 0.0207 -0.0322 -0.0224 -0.282
O -1.0483 -1.0237 -1.5790 -0.1123 -0.3539 0.3792 -0.960
Pd 0.1074 -0.2063 -0.1808 1.1543 -2.0182 0.5507 1.463
H -3.3458 -3.2832 1.9557 -0.0038 0.0133 -0.0169 0.273
O 1.2190 2.3407 -2.9813 -0.1097 0.1806 -0.1921 -0.823
H 2.1446 -1.5143 4.1903 0.0171 0.0014 0.0092 0.255
C -1.3866 2.5496 0.2322 0.5602 -0.9661 -0.5896 0.859
S 1.1041 0.9354 -2.9392 -0.1086 -0.0418 -0.1697 2.235
C -1.9036 -1.9502 1.1181 0.0460 -0.0243 -0.0505 0.092
N -0.1725 0.2917 -3.5256 -0.1179 0.1783 -0.2144 -1.223
N -0.7074 -1.3640 1.2502 -0.7362 0.3870 -0.1976 -0.429
C 2.5845 0.7183 1.1227 -0.0140 -0.0624 -0.0432 0.091
H 4.4440 1.3456 1.9626 -0.0094 0.0094 -0.0159 0.273
N -1.4586 2.6357 1.5478 -0.1667 0.2659 0.2089 -0.451
C -0.3627 -2.4433 3.3292 -0.0201 0.0060 -0.0269 -0.190
C 2.4699 0.1713 -3.9540 -0.1458 0.1789 0.0279 0.787
H 2.6534 1.3151 0.2236 -0.0130 0.0019 -0.0040 0.260
F -1.6971 -1.7028 -5.1960 0.0143 -0.0488 0.0372 -0.265
H 4.1786 -0.1129 3.9715 0.0035 -0.0009 -0.0063 0.266
F -0.2485 -2.6343 -3.8782 0.0215 -0.0133 0.0236 -0.287
C -1.4230 -2.0379 -3.9578 -0.0797 0.1825 0.0301 0.786
C 3.5721 0.7204 2.0907 0.0030 0.0328 -0.0489 -0.212
C 3.4191 -0.0895 3.2012 -0.0008 -0.0570 0.0931 -0.083
F 2.3789 -1.1428 -3.8792 0.0030 -0.0306 0.0236 -0.287
H -0.2859 2.0416 3.0182 -0.0134 0.0410 0.0393 0.381
F -2.3681 -2.8063 -3.4498 0.0192 -0.0298 -0.0238 -0.282
O -2.6456 0.1499 -2.9913 -0.0995 0.1597 -0.1903 -0.823
N 1.4976 -0.0529 1.2522 0.1074 0.8102 -0.1558 -0.420
C -2.3802 -2.8158 2.0857 -0.0235 0.0094 -0.0498 -0.212
N -0.9790 1.6395 2.3973 0.0913 -0.1679 -0.1375 -0.660
O -0.8036 1.4753 -0.4578 -0.5271 0.9283 0.4789 -0.456
H -1.9439 -3.7443 3.9693 -0.0020 -0.0030 -0.0058 0.266
F 2.3241 0.5830 -5.1910 0.0421 -0.0386 0.0256 -0.266
C -1.5989 -3.0673 3.1990 0.0485 -0.0254 0.0876 -0.083
O -1.7460 3.2734 -0.6490 -0.1842 0.3061 0.0886 -0.346
C 0.0602 -1.5822 2.3395 0.0132 -0.0025 0.0431 0.171
```
Positions in Å, forces in eV/Å.

Output
- Total charge: +2
- Largest force on an atom: 2.39 eV/Å
- Lowest unoccupied orbital energy (spin up / spin down): -10.52 / -10.52 eV
- ΔE to the lowest compared entry with this formula, charge and spin: 0.0 kcal per mole
- Calculated total energy: -74828.930 eV
- HOMO (spin up / spin down): -0.6107 / -0.6107 hartree



No. 5
ORCA calculation (ωB97M-V with the def2-TZVPD basis set) on a single C13H11N molecule at a distorted geometry.

```
25
Properties=species:S:1:pos:R:3:forces:R:3:nbo_charge:R:1
N 0.0283 -1.0489 0.4198 4.4705 1.8900 -0.2227 -0.577
H -2.0642 -2.5839 0.2231 -0.1623 0.9059 -1.0378 0.207
C 3.8065 0.5085 -0.3948 -1.9167 1.1940 -1.6498 -0.283
C 3.6771 -0.8519 0.0109 1.6207 -1.4814 -2.2260 -0.171
H 2.5507 -2.4806 0.1430 -1.8443 1.0729 0.7320 0.240
H 4.5513 1.1066 -1.0878 -0.7873 -1.9290 2.1042 0.245
C -2.2321 -1.5278 -0.1227 1.1563 1.0780 -0.7660 -0.211
H -4.2750 -1.8654 -0.6365 1.1354 2.5456 0.8416 0.225
C -1.3546 0.7425 -0.0274 0.1132 4.2325 0.1252 -0.014
C 2.3975 -1.3734 0.2767 3.0198 -0.1853 -1.6765 -0.296
C -2.7680 1.4233 0.1199 0.6033 -1.1605 -1.6125 -0.248
H -3.1253 2.6268 0.2198 1.7170 -3.7430 -0.0658 0.264
H 0.0100 -1.9763 0.4671 0.3739 -4.7265 0.3052 0.369
C 2.5492 1.2496 -0.3597 1.1274 3.1850 2.4516 -0.172
C -0.0194 1.5697 0.3410 -0.6480 -0.0925 3.0663 -0.445
H 0.0980 2.5845 -0.0398 -0.4127 -0.1390 -0.3920 0.232
C -1.0667 -0.5956 -0.1510 -6.6737 0.6953 1.6706 0.113
C -3.4792 -1.0171 -0.4028 0.0616 -0.1449 1.1572 -0.226
H 4.4159 -1.8054 -0.2519 -1.1025 3.3117 1.0129 0.216
C -3.7438 0.4595 -0.1266 -3.7541 -3.2254 -1.1785 -0.239
H -5.0393 0.3736 -0.1375 3.9406 1.8249 0.2133 0.231
H 2.5578 2.3903 -0.3457 0.6739 -1.3317 -0.9973 0.201
C 1.3230 0.8324 0.1982 1.2337 1.4217 -2.9562 -0.044
H -0.1428 1.7538 1.5256 0.3262 -0.3838 -2.2949 0.218
C 1.3451 -0.4947 0.1392 -4.2717 -4.8147 3.3958 0.164
```
Positions in Å, forces in eV/Å.

Output
- Largest force on an atom: 7.28 eV/Å
- Lowest unoccupied orbital energy: 0.82 eV
- ΔE to the lowest compared entry with this formula, charge and spin: 156.0 kcal per mole
- SMILES: c1ccc2c(c1)Cc1ccccc1N2
- Calculated total energy: -15142.964 eV
- HOMO: -0.2743 hartree



No. 6
ORCA calculation (ωB97M-V with the def2-TZVPD basis set) on a molecular structure, C13H12AuF6N3O5S2.

```
42
Properties=species:S:1:pos:R:3:forces:R:3:nbo_charge:R:1
N -1.2563 -1.6677 -0.4272 0.0376 0.1746 -0.0950 -0.231
F 2.5624 1.7738 1.5410 0.2092 0.1195 -0.0722 -0.314
S 2.1537 2.9134 -0.8067 0.6265 -0.2211 0.0865 2.266
C 0.4542 5.2295 1.7498 -0.0127 -0.1443 -0.2089 0.720
F 0.0208 4.2997 2.6044 0.0561 0.1102 -0.0358 -0.312
H 0.8145 -0.3319 -1.4273 -0.0122 -0.0612 0.0293 0.255
H -4.4281 -0.8837 -0.3609 -0.0022 -0.0546 -0.0068 0.247
N -1.8612 -2.8345 -0.8473 -0.1425 -0.2072 0.1017 -0.171
C 0.3650 -2.3947 1.2330 -0.0798 -0.0157 -0.0296 -0.175
C 2.3273 -0.8614 -0.0002 0.1246 -0.1096 -0.0116 -0.186
C 1.0497 -0.9041 -0.5400 -0.1027 -0.0668 -0.0932 -0.206
H -1.4139 -4.8566 -1.1066 0.0012 0.0344 0.0376 0.219
H 1.8745 -2.9210 2.6511 0.0123 -0.0087 -0.0145 0.221
O 0.6869 5.6983 -0.8256 0.2249 -0.0068 -0.0952 -0.885
C -3.4673 -1.3557 -0.4660 -0.0458 0.0438 0.0057 -0.396
H -0.4136 -2.9790 1.7086 -0.0080 0.0351 0.0139 0.215
O -2.0213 0.3680 0.4044 -0.4516 -0.1030 0.1631 -0.725
S 0.0660 4.7281 0.0038 -0.1104 0.8341 0.4314 2.257
C 0.0770 -1.6658 0.0844 0.1827 -0.0588 0.1551 0.071
C 2.6273 -1.5909 1.1394 -0.0505 -0.0180 -0.0385 -0.192
H -5.1480 -3.3379 -1.2640 -0.0185 -0.0210 -0.0278 0.245
O -1.3504 4.5546 -0.0304 0.0450 -0.1819 0.0796 -0.912
H -1.2698 -3.8748 -2.5794 0.0298 0.0429 0.0038 0.210
H 3.0789 -0.2459 -0.4758 -0.0696 -0.1258 0.0160 0.242
F 1.7720 5.3681 1.8917 -0.1327 0.0094 0.0582 -0.310
Au -0.5722 1.7591 0.1979 0.0025 -0.3792 0.1429 0.652
C -1.1118 -3.8867 -1.4992 0.0357 -0.0381 -0.1766 -0.423
F 4.2714 1.7376 0.2025 -0.0101 0.0976 0.0275 -0.314
N 0.7813 3.2632 -0.0172 -0.1738 0.1113 -0.4994 -1.295
H -0.0545 -3.7416 -1.2968 -0.0066 -0.0144 0.0337 0.245
H -3.9857 -4.5915 -0.8068 -0.0410 -0.0217 -0.0291 0.234
F 3.7335 3.5739 1.2181 -0.0358 -0.1335 -0.0500 -0.300
C -3.1926 -2.6215 -0.9138 0.0325 0.1343 0.1882 0.254
C -4.1244 -3.6792 -1.3886 0.0984 -0.0082 -0.0044 -0.654
C 1.6470 -2.3612 1.7536 -0.0013 -0.0157 0.0465 -0.220
H -3.9602 -3.9199 -2.4402 0.0037 0.0155 0.0002 0.235
O 2.0033 1.6666 -1.4928 -0.1264 0.1628 -0.0058 -0.941
F -0.1392 6.3849 2.0270 0.0176 -0.0484 -0.0269 -0.303
C 3.2514 2.4823 0.6380 -0.2156 0.0621 -0.0156 0.720
O 2.7586 4.0143 -1.4653 0.0309 0.2159 0.0818 -0.878
H 3.6254 -1.5570 1.5560 0.0011 0.0158 0.0003 0.223
C -2.2315 -0.7512 -0.1267 0.0776 -0.1557 -0.1661 0.608
```
Positions in Å, forces in eV/Å.

Output
- Largest force on an atom: 0.95 eV/Å
- Lowest unoccupied orbital energy: 0.08 eV
- ΔE to the lowest compared entry with this formula, charge and spin: 5.5 kcal per mole
- Calculated total energy: -70049.836 eV
- HOMO: -0.3356 hartree